(1)
{"formula": "C40H57FGe2N3O6PReS3", "method": "ωB97M-V/def2-TZVPD", "de_lowest_kj_mol": 68.6, "s_squared": 2.012, "spin_multiplicity": 3, "energy_ev": -218814.5763, "homo_ha": [-0.530, -0.515], "e_lumo_ev": [-6.9, -7.2], "total_charge": 3, "species": ["Re", "F", "C", "C", "C", "C", "O", "C", "C", "N", "C", "C", "C", "C", "C", "C", "N", "C", "C", "N", "C", "C", "C", "O", "O", "H", "H", "H", "H", "H", "H", "H", "H", "H", "H", "H", "H", "H", "H", "H", "H", "H", "H", "C", "Ge", "C", "C", "Ge", "C", "C", "C", "C", "C", "C", "C", "C", "C", "C", "C", "C", "H", "H", "H", "H", "H", "H", "H", "H", "H", "H", "H", "H", "H", "H", "H", "H", "H", "H", "H", "C", "S", "C", "O", "H", "H", "H", "H", "H", "H", "C", "C", "C", "O", "P", "S", "S", "O", "C", "C", "C", "H", "H", "H", "H", "H", "H", "H", "H", "H", "H", "H", "H", "H", "H"], "xyz": [[0.733, 1.516, 0.164], [-1.927, -4.808, 0.133], [-2.579, -3.643, 0.291], [-1.866, -2.492, 0.382], [-2.528, -1.272, 0.622], [-1.790, -0.033, 0.728], [-0.514, -0.074, 0.571], [-2.523, 1.133, 1.007], [-3.895, 1.039, 1.129], [-4.585, -0.092, 1.018], [-6.038, -0.066, 1.120], [-6.692, -0.644, 2.341], [-6.686, 0.839, 2.118], [-3.923, -1.289, 0.763], [-4.646, -2.486, 0.638], [-3.996, -3.685, 0.398], [-4.680, -4.883, 0.325], [-4.220, -6.020, -0.466], [-5.398, -6.702, -1.132], [-6.351, -7.250, -0.083], [-6.330, -6.433, 1.195], [-6.019, -4.984, 0.876], [-1.938, 2.481, 1.313], [-2.627, 3.336, 1.816], [-0.657, 2.642, 1.092], [-0.789, -2.522, 0.300], [-4.461, 1.935, 1.338], [-6.519, -0.200, 0.159], [-6.038, -1.017, 3.118], [-7.615, -1.188, 2.207], [-6.061, 1.429, 2.771], [-7.599, 1.325, 1.807], [-5.719, -2.457, 0.718], [-3.649, -6.736, 0.134], [-3.560, -5.685, -1.265], [-5.084, -7.537, -1.754], [-5.976, -6.006, -1.737], [-6.117, -8.220, 0.134], [-7.296, -7.269, -0.469], [-5.557, -6.865, 1.827], [-7.296, -6.553, 1.679], [-6.070, -4.433, 1.817], [-6.792, -4.564, 0.217], [4.413, 1.785, 3.536], [4.262, 2.897, 1.929], [2.951, 4.329, 2.069], [6.025, 3.632, 1.533], [4.022, 1.228, 0.111], [5.253, 1.625, -1.329], [5.315, 2.924, -1.838], [6.174, 3.238, -2.880], [6.994, 2.256, -3.419], [6.945, 0.961, -2.923], [6.073, 0.646, -1.891], [4.257, -0.563, 0.812], [5.560, -0.885, 1.198], [5.839, -2.085, 1.836], [4.816, -2.985, 2.095], [3.517, -2.678, 1.714], [3.240, -1.476, 1.079], [3.891, 2.238, 4.379], [5.465, 1.703, 3.809], [4.028, 0.781, 3.366], [3.015, 4.782, 3.060], [1.926, 3.993, 1.922], [3.180, 5.107, 1.342], [6.364, 4.179, 2.414], [6.013, 4.310, 0.683], [6.747, 2.840, 1.331], [4.691, 3.708, -1.418], [6.217, 4.248, -3.263], [7.672, 2.503, -4.225], [7.585, 0.196, -3.341], [6.039, -0.375, -1.528], [6.380, -0.200, 1.003], [6.855, -2.318, 2.123], [5.034, -3.924, 2.583], [2.720, -3.384, 1.909], [2.214, -1.262, 0.798], [0.507, 2.715, 4.079], [0.405, 1.173, 3.200], [1.278, 0.086, 4.304], [1.459, 1.320, 2.030], [-0.050, 2.591, 5.007], [0.038, 3.477, 3.461], [1.552, 2.941, 4.281], [0.610, -0.140, 5.134], [2.194, 0.553, 4.656], [1.502, -0.821, 3.746], [1.038, 2.815, -6.013], [1.650, 3.436, -4.785], [0.872, 4.591, -4.213], [1.793, 2.318, -3.773], [1.409, 2.140, -2.298], [2.231, 0.443, -1.497], [1.587, 3.547, -0.918], [-0.164, 1.788, -2.092], [-0.954, 0.968, -3.078], [-0.757, -0.515, -2.883], [-2.381, 1.422, -2.897], [1.136, 3.516, -6.842], [-0.025, 2.617, -5.871], [1.550, 1.896, -6.288], [2.691, 3.706, -4.960], [-0.121, 4.280, -3.880], [0.735, 5.330, -5.003], [1.391, 5.078, -3.389], [-0.571, 1.285, -4.049], [-0.963, -0.805, -1.854], [0.241, -0.851, -3.150], [-1.465, -1.029, -3.536], [-2.763, 1.108, -1.924], [-3.004, 0.972, -3.671], [-2.466, 2.505, -2.973]]}

=====

(2)
{"formula": "C40H58ClF3N13O3S2", "method": "ωB97M-V/def2-TZVPD", "de_lowest_kj_mol": 0.0, "energy_ev": -110270.4065, "homo_ha": -0.400, "e_lumo_ev": -3.6, "total_charge": 1, "species": ["C", "C", "C", "O", "C", "C", "C", "C", "O", "C", "F", "F", "F", "C", "N", "C", "C", "C", "O", "Cl", "C", "C", "C", "C", "S", "C", "S", "N", "C", "C", "N", "C", "H", "H", "H", "H", "H", "H", "H", "H", "H", "H", "H", "H", "H", "H", "H", "H", "H", "H", "H", "H", "H", "H", "H", "H", "H", "H", "H", "H", "C", "C", "N", "H", "H", "H", "C", "C", "N", "H", "H", "H", "C", "C", "N", "H", "H", "H", "C", "C", "N", "H", "H", "H", "C", "C", "N", "H", "H", "H", "C", "C", "N", "H", "H", "H", "C", "C", "N", "H", "H", "H", "C", "C", "N", "H", "H", "H", "C", "C", "N", "H", "H", "H", "C", "C", "N", "H", "H", "H"], "xyz": [[7.453, 4.369, 0.399], [6.116, 4.170, -0.337], [5.897, 2.724, -0.770], [4.492, 2.449, -0.835], [4.094, 1.133, -0.619], [2.981, 1.133, 0.495], [3.632, 1.805, 1.730], [3.489, 1.164, 3.120], [3.976, 2.076, 4.094], [2.055, 0.801, 3.536], [1.846, -0.530, 3.381], [1.119, 1.412, 2.782], [1.791, 1.097, 4.802], [2.594, -0.290, 0.605], [1.378, -0.478, 0.264], [0.622, 0.709, -0.189], [0.123, 0.426, -1.612], [-1.188, -0.320, -1.569], [-1.401, -1.179, -0.778], [-2.328, 0.135, -2.785], [1.720, 1.815, -0.154], [1.230, 3.138, 0.431], [0.378, 3.978, -0.550], [-1.057, 4.270, -0.094], [-1.347, 5.781, 0.865], [-0.278, 5.555, 2.268], [-0.891, 5.307, 3.741], [1.103, 5.614, 2.056], [1.821, 6.291, 1.071], [3.133, 6.007, 1.307], [3.269, 5.173, 2.408], [2.055, 4.980, 2.837], [7.335, 5.059, 1.236], [7.846, 3.434, 0.806], [8.221, 4.792, -0.249], [6.098, 4.806, -1.222], [5.297, 4.430, 0.335], [6.385, 2.041, -0.065], [6.339, 2.543, -1.756], [4.924, 0.476, -0.326], [3.679, 0.716, -1.548], [3.311, 2.842, 1.798], [4.709, 1.821, 1.551], [4.120, 0.275, 3.153], [4.535, 2.738, 3.669], [3.246, -1.086, 0.952], [0.919, -1.387, 0.273], [-0.201, 0.921, 0.493], [0.033, 1.338, -2.198], [0.843, -0.211, -2.138], [1.977, 2.050, -1.191], [2.094, 3.744, 0.698], [0.642, 2.970, 1.332], [0.923, 4.901, -0.743], [0.281, 3.459, -1.509], [-1.454, 3.429, 0.476], [-1.681, 4.401, -0.979], [1.347, 6.885, 0.307], [3.965, 6.377, 0.726], [1.763, 4.392, 3.696], [2.165, 1.407, 8.071], [2.789, 1.624, 9.369], [3.285, 1.795, 10.386], [2.302, 0.371, 7.765], [1.099, 1.621, 8.131], [2.619, 2.059, 7.327], [3.750, -3.253, 5.178], [4.114, -2.603, 3.929], [4.400, -2.090, 2.946], [4.546, -3.926, 5.489], [3.595, -2.503, 5.952], [2.837, -3.829, 5.047], [-6.238, -0.633, -4.003], [-5.253, 0.178, -4.702], [-4.492, 0.824, -5.267], [-6.441, -0.209, -3.022], [-7.153, -0.651, -4.596], [-5.870, -1.651, -3.886], [-4.846, 2.193, 2.848], [-4.311, 2.918, 1.703], [-3.890, 3.513, 0.821], [-4.157, 1.404, 3.145], [-4.983, 2.879, 3.682], [-5.805, 1.750, 2.589], [-7.739, 0.939, -7.989], [-8.234, -0.043, -7.035], [-8.624, -0.814, -6.283], [-8.503, 1.692, -8.172], [-6.847, 1.419, -7.590], [-7.489, 0.445, -8.927], [-10.309, -3.744, -5.518], [-10.793, -4.715, -4.545], [-11.174, -5.475, -3.779], [-11.079, -2.999, -5.708], [-9.424, -3.242, -5.137], [-10.050, -4.246, -6.446], [6.117, -6.918, 5.509], [4.664, -6.998, 5.583], [3.524, -7.090, 5.629], [6.413, -6.116, 4.835], [6.529, -6.731, 6.499], [6.513, -7.857, 5.128], [-9.962, -5.515, -9.931], [-9.117, -5.273, -8.770], [-8.459, -5.083, -7.852], [-9.876, -6.556, -10.238], [-11.001, -5.304, -9.682], [-9.654, -4.873, -10.753], [2.019, -7.227, 2.094], [3.423, -7.439, 1.771], [4.532, -7.593, 1.533], [1.933, -6.446, 2.847], [1.477, -6.932, 1.197], [1.585, -8.142, 2.490], [-0.760, -3.837, -3.005], [0.579, -3.924, -3.573], [1.645, -3.993, -3.983], [-0.756, -3.103, -2.202], [-1.472, -3.524, -3.767], [-1.068, -4.800, -2.604]]}

=====

- Which formula does entry 2 have?
  C40H58ClF3N13O3S2